96
Properties=species:S:1:pos:R:3 method="wB97M-V/def2-TZVPD" total_charge=+1 lumo_ev="-2.339 / -2.335" multiplicity=8 de_lowest_ev=1.844 gap_ev="6.95 / 6.95"
Eu -0.642 2.424 1.303
N -0.110 1.652 -2.212
C -0.847 2.760 -2.141
N -0.976 3.397 -0.961
C -1.751 4.583 -1.205
C -2.179 4.801 -2.446
S -1.614 3.491 -3.509
C -2.065 5.399 -0.025
C -2.241 6.737 -0.031
S -2.866 7.187 1.493
C -2.705 5.578 2.027
N -2.236 4.734 1.174
N -3.170 5.266 3.297
H 0.339 1.384 -1.355
H -0.058 1.097 -3.023
H -3.013 5.551 -2.780
H -2.056 7.419 -0.894
H -3.644 6.019 3.827
H -3.612 4.378 3.509
C 4.615 -2.285 2.942
C 3.579 -1.428 2.196
C 3.648 -0.084 2.408
C 2.646 0.782 1.871
C 2.648 2.157 2.430
O 1.515 2.676 2.687
C 3.967 2.836 2.644
C 4.227 3.664 3.690
C 5.440 4.298 3.880
C 6.455 4.064 3.000
C 6.275 3.214 1.907
C 5.048 2.604 1.763
C 1.662 0.299 0.986
O 0.886 1.109 0.394
C 1.606 -1.095 0.811
C 2.564 -1.920 1.414
C 0.584 -1.693 -0.135
N -0.396 -2.473 0.087
C -0.692 -3.049 1.410
C -0.254 -4.503 1.390
Te -1.375 -5.619 -0.144
C -0.303 -5.384 -1.943
C 0.985 -4.790 -2.110
C 1.483 -4.482 -3.326
C 0.712 -4.794 -4.474
C -0.572 -5.289 -4.354
C -1.046 -5.536 -3.077
C 0.817 -1.295 -1.533
C 2.002 -0.650 -1.905
C 2.141 -0.314 -3.228
C 1.177 -0.708 -4.246
C 0.014 -1.364 -3.850
C -0.128 -1.615 -2.481
H 4.680 -1.928 3.973
H 5.638 -2.332 2.610
H 4.402 -3.392 2.901
H 4.426 0.283 3.176
H 3.479 3.691 4.456
H 5.471 4.888 4.816
H 7.418 4.433 3.163
H 7.055 2.984 1.145
H 4.897 1.971 0.929
H 2.442 -2.996 1.278
H -1.804 -2.959 1.754
H -0.136 -2.573 2.209
H -0.483 -5.046 2.355
H 0.774 -4.689 1.113
H 1.573 -4.511 -1.213
H 2.388 -3.916 -3.465
H 1.153 -4.700 -5.516
H -1.169 -5.495 -5.226
H -1.989 -6.061 -2.946
H 2.838 -0.361 -1.229
H 3.016 0.283 -3.551
H 1.379 -0.538 -5.287
H -0.733 -1.761 -4.578
H -1.084 -2.132 -2.169
C -5.969 -2.143 1.056
C -4.512 -2.390 1.432
N -3.735 -1.208 1.971
C -3.498 -0.156 1.128
S -3.252 1.322 1.966
N -3.415 -0.373 -0.159
C -2.889 0.520 -1.102
C -3.788 0.718 -2.305
H -6.261 -3.079 0.543
H -6.084 -1.333 0.360
H -6.515 -1.899 1.923
H -4.062 -2.768 0.497
H -4.369 -3.189 2.153
H -3.787 -1.001 2.963
H -3.446 -1.348 -0.437
H -1.815 0.290 -1.466
H -2.688 1.456 -0.526
H -3.783 -0.181 -2.898
H -3.423 1.427 -2.960
H -4.820 1.001 -1.989

18
Properties=species:S:1:pos:R:3 method="wB97M-V/def2-TZVPD" lumo_ev=0.731 smiles="CCNC=O.O.O" de_lowest_ev=0.979 gap_ev=10.84
C 0.522 -1.139 -1.360
N -0.273 -0.283 -0.656
C -1.583 0.167 -1.137
C -1.947 1.524 -0.518
O 1.730 -1.116 -1.331
H -0.057 -1.813 -2.007
H 0.290 0.402 -0.169
H -1.544 0.285 -2.223
H -2.340 -0.582 -0.925
H -2.645 1.350 0.308
H -1.074 1.995 -0.078
H -2.440 2.191 -1.220
H 3.038 -1.265 0.521
H 2.868 -0.434 1.878
O 3.126 -1.269 1.487
H 1.150 -0.285 1.842
H 0.278 -0.093 3.080
O 0.901 0.366 2.508

19
Properties=species:S:1:pos:R:3 method="wB97M-V/def2-TZVPD" lumo_ev="-0.798 / -0.792" de_lowest_ev=0.000 gap_ev="6.52 / 6.53"
C 2.050 -0.995 -0.165
C -1.946 2.148 -0.566
C -2.693 0.848 -0.198
C 0.250 0.635 -0.280
C 2.996 -1.862 0.608
N 1.196 -0.123 0.446
O 2.061 -1.091 -1.364
S -0.398 2.088 0.332
S -1.727 -0.765 -0.492
S -2.493 -2.112 0.739
H -1.663 2.415 -1.613
H -2.502 3.033 -0.129
H -2.628 0.960 0.836
H -3.544 0.549 -0.652
H 0.402 0.542 -1.300
H 2.622 -2.858 0.471
H 3.963 -1.826 0.269
H 2.999 -1.474 1.617
H 1.055 -0.110 1.440

30
Properties=species:S:1:pos:R:3 method="wB97M-V/def2-TZVPD" total_charge=+1 lumo_ev="-2.964 / -5.380" multiplicity=3 de_lowest_ev=0.000 gap_ev="8.49 / 6.56"
Pd -0.284 0.942 -0.850
Cl -2.095 -2.778 5.496
C -1.620 -1.611 4.387
C -0.565 -0.750 4.612
C -0.232 0.146 3.624
Cl 1.096 1.209 3.686
C -0.960 0.175 2.308
O -0.544 0.948 1.446
C -2.119 -0.754 2.150
Cl -2.816 -0.760 0.606
C -2.330 -1.643 3.138
H -0.344 -0.683 5.680
H -3.150 -2.367 3.007
N 1.807 -0.057 -0.286
N 2.511 -0.565 -1.381
C 1.998 -0.275 -2.621
N 2.805 -0.669 -3.603
N 0.795 0.221 -2.666
N 0.245 0.401 -3.921
O 1.039 0.875 -4.783
O -0.908 0.349 -4.054
H 2.327 0.774 0.018
H 1.843 -0.763 0.449
H 3.542 -0.663 -1.443
H 3.494 -1.453 -3.613
H 2.536 -0.253 -4.481
N -1.874 2.343 -1.616
H -1.999 2.148 -2.599
H -1.437 3.201 -1.481
H -2.760 2.312 -1.209

155
Properties=species:S:1:pos:R:3 method="wB97M-V/def2-TZVPD" lumo_ev=0.424 smiles=COC[C@H](C)N.COCCNCCOC.COCCNCCOC.COCCNCCOC.COCCNCCOC.COCCNCCOC.CCO.CCO de_lowest_ev=3.014 gap_ev=8.46
C 0.326 -1.042 -0.227
C -0.019 -2.358 -0.935
O 0.955 -3.362 -0.507
H -0.071 -1.068 0.783
H -0.131 -0.235 -0.815
H 1.383 -0.807 -0.346
H 0.018 -2.308 -2.027
H -0.922 -2.912 -0.681
H 1.789 -3.005 -0.870
C -0.426 -6.074 0.589
C 0.912 -6.556 1.118
O 1.199 -7.866 0.684
H -0.381 -6.150 -0.500
H -0.592 -5.023 0.808
H -1.241 -6.705 0.941
H 0.867 -6.558 2.216
H 1.729 -5.888 0.825
H 1.916 -8.284 1.158
C -1.040 -0.691 9.478
O -2.201 -0.967 8.730
C -2.300 -2.080 7.864
C -1.301 -2.106 6.690
N -1.434 -0.891 5.905
C -0.341 -0.556 4.981
C -0.205 -1.567 3.833
O 0.569 -2.683 4.210
C 0.909 -3.458 3.066
H -0.743 0.331 9.234
H -0.259 -1.447 9.389
H -1.290 -0.643 10.544
H -3.323 -2.014 7.499
H -2.205 -3.042 8.377
H -1.524 -2.959 6.050
H -0.287 -2.166 7.103
H -1.761 -0.053 6.356
H 0.586 -0.470 5.561
H -0.464 0.430 4.532
H 0.327 -1.031 3.042
H -1.247 -1.871 3.674
H 1.477 -2.958 2.283
H -0.038 -3.944 2.806
H 1.472 -4.330 3.412
C -2.746 -4.279 -3.578
O -1.973 -4.164 -4.749
C -0.678 -3.676 -4.474
C 0.079 -3.725 -5.790
N -0.432 -2.722 -6.736
C 0.084 -2.911 -8.091
C 1.549 -2.533 -8.197
O 1.880 -2.531 -9.567
C 2.958 -1.726 -9.928
H -2.526 -5.147 -2.947
H -3.787 -4.396 -3.883
H -2.732 -3.408 -2.914
H -0.145 -4.340 -3.783
H -0.826 -2.658 -4.094
H -0.102 -4.717 -6.225
H 1.158 -3.619 -5.678
H -1.431 -2.606 -6.680
H -0.496 -2.178 -8.663
H -0.232 -3.864 -8.531
H 2.130 -3.330 -7.718
H 1.710 -1.579 -7.689
H 2.717 -0.658 -9.890
H 3.243 -1.942 -10.959
H 3.856 -1.976 -9.348
C 0.033 10.019 1.041
O 0.529 8.760 1.499
C 1.741 8.456 0.811
C 2.171 7.041 1.226
N 1.103 6.087 0.944
C 1.182 4.881 1.703
C 2.131 3.843 1.117
O 1.985 2.529 1.624
C 0.903 1.772 1.111
H -0.719 10.420 1.718
H -0.321 9.915 0.016
H 0.841 10.753 1.128
H 2.546 9.188 0.899
H 1.552 8.402 -0.268
H 2.584 7.013 2.241
H 3.008 6.827 0.548
H 0.280 6.661 0.851
H 0.164 4.472 1.628
H 1.288 5.031 2.785
H 3.146 4.165 1.369
H 2.149 3.808 0.023
H 0.844 0.946 1.818
H 1.100 1.324 0.130
H -0.062 2.272 0.999
C -7.957 4.014 2.611
O -6.890 3.290 2.012
C -7.235 2.756 0.767
C -6.093 2.010 0.123
N -5.632 0.817 0.835
C -4.551 0.000 0.246
C -4.906 -0.545 -1.126
O -3.808 -1.393 -1.487
C -2.758 -0.621 -2.069
H -7.979 4.981 2.095
H -7.648 4.285 3.619
H -8.937 3.540 2.586
H -7.624 3.458 0.013
H -8.141 2.133 0.823
H -5.285 2.757 0.085
H -6.357 1.723 -0.894
H -5.316 1.116 1.748
H -4.283 -0.837 0.889
H -3.698 0.693 0.275
H -5.091 0.252 -1.848
H -5.832 -1.110 -1.013
H -2.103 -1.167 -2.747
H -2.023 -0.344 -1.303
H -3.088 0.349 -2.438
C -1.146 2.580 -1.749
O -0.635 1.438 -2.352
C 0.318 1.675 -3.377
C 1.041 0.509 -3.993
N 2.005 -0.049 -3.086
C 2.910 -1.042 -3.608
C 3.871 -1.489 -2.497
O 3.275 -2.261 -1.490
C 4.125 -2.746 -0.473
H -1.802 3.173 -2.400
H -0.388 3.251 -1.332
H -1.817 2.251 -0.954
H 0.939 2.502 -3.004
H -0.157 2.189 -4.229
H 1.617 0.894 -4.839
H 0.237 -0.166 -4.331
H 1.553 -0.184 -2.197
H 3.459 -0.767 -4.508
H 2.298 -1.902 -3.926
H 4.266 -0.557 -2.081
H 4.684 -2.033 -2.990
H 4.425 -3.787 -0.577
H 3.553 -2.596 0.449
H 4.970 -2.141 -0.127
C 4.398 1.437 4.010
C 3.364 1.302 2.879
C 3.502 -0.042 2.174
O 4.731 -0.242 1.522
C 4.976 0.651 0.455
N 2.047 1.468 3.572
H 4.313 0.528 4.624
H 4.219 2.187 4.782
H 5.450 1.509 3.724
H 3.570 2.160 2.233
H 2.741 -0.225 1.399
H 3.321 -0.813 2.929
H 5.053 1.667 0.839
H 4.182 0.689 -0.306
H 5.821 0.277 -0.119
H 1.635 2.177 2.970
H 2.187 1.837 4.496

57
Properties=species:S:1:pos:R:3 method="wB97M-V/def2-TZVPD" lumo_ev="0.233 / -3.070" multiplicity=5 de_lowest_ev=1.238 gap_ev="5.88 / 5.03"
O -0.763 -0.340 -2.235
C -1.263 0.692 -3.191
C -0.406 0.151 -4.323
H -0.988 1.728 -2.949
H -2.332 0.579 -3.425
C -0.256 -1.092 -3.386
H 0.542 0.703 -4.438
H -0.883 -0.054 -5.291
C 1.151 -1.634 -3.389
H 1.916 -0.859 -3.211
H 1.321 -2.059 -4.400
H 1.235 -2.456 -2.659
C -1.278 -2.181 -3.703
H -2.298 -1.747 -3.727
H -1.245 -2.902 -2.870
H -1.065 -2.694 -4.662
Ir -0.784 -1.326 1.779
C -2.492 -1.201 2.981
C -1.941 0.131 3.047
C -2.030 0.705 1.749
H -1.519 0.584 3.931
C -2.470 -0.301 0.815
C -2.861 -1.466 1.599
H -3.396 -2.352 1.254
H -2.628 -1.848 3.839
H -1.818 1.738 1.541
H -2.597 -0.169 -0.259
C 0.168 -2.763 3.252
C -0.280 -3.388 2.028
C 0.546 -2.882 0.947
H -1.043 -4.170 1.941
C 1.347 -1.797 1.499
C 1.146 -1.776 2.931
H 1.575 -1.114 3.682
H -0.175 -3.017 4.255
H 0.630 -3.262 -0.079
H 2.018 -1.111 1.000
O 1.717 1.068 -1.871
C 1.107 0.886 -0.595
C 0.133 2.041 -0.337
H 1.894 1.003 0.173
H 0.729 -0.142 -0.577
C 0.814 3.177 -1.155
H 0.154 2.278 0.734
H -0.882 1.728 -0.629
C 1.929 2.487 -2.005
H 1.272 3.895 -0.442
H 0.157 3.768 -1.817
H 2.936 2.727 -1.587
H 1.940 2.803 -3.071
C 1.836 3.060 4.004
C 1.324 1.661 3.724
O 0.778 1.107 4.723
O 1.436 1.170 2.550
H 1.098 3.651 4.563
H 2.119 3.615 3.102
H 2.725 2.968 4.640